{
  "formula": "C24H29NO5",
  "method": "ωB97M-V/def2-TZVPD",
  "energy_ha": -1362.88656,
  "e_above_lowest_kj_mol": 17.6,
  "multiplicity": 1,
  "homo_energy_ev": -8.0,
  "smiles": "CCOC(=O)C1(Cc2cccc(OC)c2)CCN(Cc2cccc3c2OCO3)CC1",
  "molar_mass_g_mol": 411.498,
  "total_charge": 0,
  "species": ["C", "C", "H", "H", "O", "C", "O", "C", "C", "C", "N", "C", "C", "H", "H", "H", "H", "C", "C", "C", "C", "C", "C", "C", "H", "H", "H", "O", "C", "O", "H", "H", "H", "H", "H", "H", "H", "H", "C", "C", "C", "C", "C", "C", "C", "H", "O", "C", "H", "H", "H", "H", "H", "H", "H", "H", "H", "H", "H"],
  "xyz": [[-2.547376, -4.123398, -1.541315], [-2.600991, -3.110454, -0.413496], [-2.486427, -3.591661, 0.564278], [-3.555136, -2.569575, -0.411178], [-1.537312, -2.176882, -0.595159], [-1.360209, -1.276182, 0.379415], [-2.064847, -1.227936, 1.354678], [-0.200153, -0.339965, 0.071771], [0.146305, 0.488360, 1.311973], [0.760472, -0.388856, 2.412104], [1.892828, -1.186916, 1.998055], [1.597681, -1.961189, 0.815278], [1.032821, -1.146771, -0.357191], [1.789160, -0.448374, -0.716303], [0.772803, -1.821032, -1.174198], [2.507777, -2.474722, 0.498597], [0.857614, -2.718754, 1.104230], [3.206107, -0.581757, 2.081427], [3.524927, 0.522164, 1.099778], [4.112159, 0.257568, -0.120124], [4.373598, 1.258409, -1.055112], [4.061173, 2.573676, -0.811508], [3.485147, 2.860027, 0.424384], [3.231522, 1.866500, 1.350641], [2.796209, 2.127836, 2.303684], [3.236421, 3.883249, 0.660394], [4.263119, 3.340261, -1.540025], [4.953570, 0.702996, -2.166795], [5.064307, -0.676765, -1.897331], [4.526691, -0.952860, -0.624130], [6.125662, -0.973539, -1.922694], [4.511947, -1.246956, -2.661875], [3.312174, -0.192438, 3.098562], [3.934942, -1.385768, 1.940513], [1.062386, 0.235672, 3.255160], [-0.010017, -1.081830, 2.767093], [-0.758366, 0.956063, 1.702297], [0.846419, 1.271816, 1.020776], [-0.631800, 0.579790, -1.099623], [-1.750076, 1.507693, -0.720464], [-1.491162, 2.828515, -0.386897], [-2.527776, 3.667101, -0.009876], [-3.820611, 3.193932, 0.056821], [-4.093925, 1.865003, -0.269058], [-3.056533, 1.036395, -0.674554], [-3.250301, 0.015229, -0.961915], [-5.396614, 1.479652, -0.163136], [-5.701517, 0.115165, -0.315168], [-6.759256, 0.019395, -0.074199], [-5.536367, -0.223224, -1.344301], [-5.114809, -0.501444, 0.373709], [-4.638325, 3.828018, 0.359982], [-2.322219, 4.696837, 0.242208], [-0.479003, 3.203361, -0.424539], [0.238698, 1.165205, -1.404353], [-0.931813, -0.052068, -1.938829], [-3.350741, -4.844613, -1.423359], [-2.655983, -3.623572, -2.500256], [-1.594956, -4.646361, -1.528845]],
  "forces_ev_per_a": [[0.14, 0.38, 0.22], [-0.38, -0.32, 0.15], [-0.06, 0.10, -0.13], [0.13, -0.06, 0.06], [0.13, -0.12, -0.37], [0.06, 0.14, 0.29], [-0.06, -0.04, 0.03], [0.18, 0.17, -0.13], [-0.12, -0.29, 0.17], [-0.18, 0.14, 0.01], [0.13, -0.06, 0.12], [0.02, -0.03, -0.22], [0.00, -0.18, 0.16], [-0.05, 0.04, -0.05], [0.04, 0.04, -0.06], [-0.06, -0.09, 0.02], [0.03, -0.09, -0.08], [-0.02, -0.12, -0.01], [0.23, -0.21, -0.24], [0.09, 0.60, -0.11], [-0.14, -0.30, 0.40], [0.14, -0.27, -0.27], [-0.09, 0.06, 0.15], [0.13, 0.06, -0.05], [-0.07, 0.03, 0.12], [-0.02, 0.10, 0.03], [0.03, 0.11, -0.10], [-0.15, 0.50, 0.10], [0.53, -0.87, -0.84], [-0.32, 0.11, 0.49], [-0.24, 0.12, 0.07], [0.06, 0.17, 0.20], [0.10, -0.03, -0.06], [0.02, 0.07, 0.12], [-0.03, -0.02, 0.06], [0.00, 0.13, 0.06], [0.03, 0.07, -0.01], [-0.08, 0.02, -0.06], [-0.08, -0.10, 0.13], [0.07, 0.25, -0.15], [0.08, -0.09, -0.07], [-0.07, -0.01, 0.04], [-0.17, -0.13, -0.01], [0.10, 0.14, 0.03], [-0.28, -0.06, -0.01], [-0.07, -0.14, -0.02], [0.14, 0.32, 0.02], [-0.05, -0.23, -0.02], [0.07, -0.04, -0.04], [0.01, 0.00, 0.05], [0.00, 0.01, -0.04], [-0.10, 0.08, 0.04], [0.00, 0.09, 0.03], [0.13, 0.02, -0.02], [0.03, -0.06, 0.01], [0.07, 0.03, -0.05], [-0.08, -0.08, 0.00], [-0.03, -0.01, -0.12], [0.07, -0.10, -0.03]]
}

{
  "formula": "H3NO2S",
  "method": "ωB97M-V/def2-TZVPD",
  "energy_ha": -604.98900,
  "e_above_lowest_kj_mol": 587.8,
  "multiplicity": 1,
  "homo_energy_ev": -9.8,
  "molar_mass_g_mol": 81.096,
  "total_charge": 0,
  "species": ["N", "O", "O", "S", "H", "H", "H"],
  "xyz": [[-0.929140, -0.106374, 0.826603], [0.144764, 0.579475, -0.317513], [1.379298, 0.829435, 0.163426], [2.576662, -0.362367, 0.158021], [-1.851162, 0.305596, 0.713785], [-0.660544, 0.111816, 1.753402], [3.334950, 0.130912, -0.951012]],
  "forces_ev_per_a": [[1.46, -0.84, -2.43], [-3.12, -1.47, 0.96], [0.91, 0.94, 1.54], [0.37, 0.33, -1.46], [0.36, 0.75, -0.82], [1.16, 0.89, 0.96], [-1.15, -0.60, 1.25]]
}

{
  "formula": "C4H12NOS",
  "method": "ωB97M-V/def2-TZVPD",
  "energy_ha": -687.65756,
  "e_above_lowest_kj_mol": 205.1,
  "multiplicity": 2,
  "homo_energy_ev": [-9.0, -8.8],
  "molar_mass_g_mol": 122.213,
  "total_charge": 0,
  "species": ["C", "N", "C", "C", "S", "C", "H", "H", "H", "H", "H", "H", "H", "H", "H", "H", "H", "H", "O"],
  "xyz": [[1.285762, 0.024023, 1.653110], [0.018677, 0.630573, 1.272071], [-0.124670, 0.782559, -0.202317], [-1.404925, 0.010678, -0.642358], [-1.783604, -1.394846, 0.569994], [-0.129022, 2.153054, -0.934062], [1.424352, -0.256536, 2.686862], [2.125992, 0.604584, 1.408239], [1.471155, -0.960609, 1.048869], [-1.017254, 0.404927, 1.733369], [0.643229, -0.006730, -0.629989], [-1.179022, -0.309550, -1.693929], [-2.275537, 0.675402, -0.839327], [0.755709, 2.693117, -0.898459], [-0.266043, 2.189003, -1.962357], [-0.918936, 2.718998, -0.544330], [1.135718, -3.193026, -1.192695], [-0.231089, -3.112948, -0.263178], [0.469506, -3.652674, -0.569515]],
  "forces_ev_per_a": [[-0.89, -2.98, -0.86], [-2.85, 0.88, 0.25], [0.32, -3.30, -1.09], [-0.47, 0.22, -1.15], [0.37, 1.36, -1.17], [0.17, -1.54, 1.93], [-0.62, 0.17, 0.42], [0.84, 1.39, -0.46], [-0.40, 1.32, 0.96], [4.06, 0.36, -1.09], [-0.70, 2.09, 0.62], [-0.27, -0.49, 1.03], [0.25, -0.37, 0.91], [1.91, 1.00, 1.01], [-0.71, -1.18, -2.15], [-1.08, 1.07, 0.86], [-2.23, -0.70, 1.79], [-0.85, 1.58, 0.13], [3.16, -0.87, -1.93]]
}